{"formula": "C56H164N28O20", "method": "ωB97M-V/def2-TZVPD", "e_tot_ev": -143405.1861, "lumo_ev": 0.389, "largest_force_ha_per_bohr": 0.07562, "relative_energy_ev": 1.4456, "gap_ev": 9.16, "species": ["C", "O", "N", "N", "H", "H", "H", "H", "C", "O", "N", "N", "H", "H", "H", "H", "C", "O", "N", "N", "H", "H", "H", "H", "C", "O", "N", "N", "H", "H", "H", "H", "C", "O", "N", "N", "H", "H", "H", "H", "C", "O", "N", "N", "H", "H", "H", "H", "C", "O", "N", "N", "H", "H", "H", "H", "C", "O", "N", "N", "H", "H", "H", "H", "C", "C", "C", "O", "C", "N", "H", "H", "H", "H", "H", "H", "H", "H", "H", "H", "H", "C", "C", "C", "O", "C", "N", "H", "H", "H", "H", "H", "H", "H", "H", "H", "H", "H", "C", "C", "C", "O", "C", "N", "H", "H", "H", "H", "H", "H", "H", "H", "H", "H", "H", "C", "C", "C", "O", "C", "N", "H", "H", "H", "H", "H", "H", "H", "H", "H", "H", "H", "C", "C", "C", "O", "C", "N", "H", "H", "H", "H", "H", "H", "H", "H", "H", "H", "H", "C", "C", "C", "O", "C", "N", "H", "H", "H", "H", "H", "H", "H", "H", "H", "H", "H", "C", "C", "C", "O", "C", "N", "H", "H", "H", "H", "H", "H", "H", "H", "H", "H", "H", "C", "C", "C", "O", "C", "N", "H", "H", "H", "H", "H", "H", "H", "H", "H", "H", "H", "C", "C", "C", "O", "C", "N", "H", "H", "H", "H", "H", "H", "H", "H", "H", "H", "H", "C", "C", "C", "O", "C", "N", "H", "H", "H", "H", "H", "H", "H", "H", "H", "H", "H", "C", "C", "C", "O", "C", "N", "H", "H", "H", "H", "H", "H", "H", "H", "H", "H", "H", "C", "C", "C", "O", "C", "N", "H", "H", "H", "H", "H", "H", "H", "H", "H", "H", "H"], "coordinates": [[13.0954, 20.2713, 23.6322], [13.4127, 20.4103, 24.8333], [14.0362, 19.8779, 22.7109], [11.8312, 20.5467, 23.0663], [13.7510, 20.0154, 21.7265], [14.9685, 20.1713, 22.9689], [11.1457, 20.8331, 23.7512], [11.5448, 20.1897, 22.1993], [13.2375, 10.9085, 18.3471], [12.7747, 11.8785, 17.7188], [14.2987, 10.9945, 19.1582], [12.6030, 9.6681, 18.3466], [14.6479, 11.9683, 19.5005], [14.3510, 10.3818, 19.9683], [12.8129, 8.9778, 19.0172], [11.6422, 9.8211, 18.3175], [13.2559, 14.8982, 15.7909], [13.5443, 15.9436, 15.1787], [12.2497, 14.1618, 15.2888], [13.8502, 14.4733, 16.9181], [12.0061, 14.5724, 14.4254], [12.0322, 13.2103, 15.5634], [13.6069, 13.5835, 17.3060], [14.6218, 14.9596, 17.3656], [12.3757, 15.8582, 11.6509], [11.5172, 16.1401, 10.8728], [13.2309, 16.7741, 12.2918], [12.7815, 14.5248, 11.9105], [12.8850, 17.7375, 12.1821], [13.3954, 16.5376, 13.2314], [13.7212, 14.2507, 12.0030], [12.2098, 14.0028, 11.2945], [13.3803, 16.0508, 24.8170], [14.1130, 15.1924, 24.4253], [13.6998, 17.4005, 24.8311], [12.1244, 15.7924, 25.3483], [14.5136, 17.6456, 24.2420], [12.9953, 18.0581, 25.0371], [11.3339, 16.4400, 25.1561], [11.9886, 14.7726, 25.3559], [13.1647, 22.0602, 19.7355], [13.1362, 20.7960, 19.9063], [14.1218, 22.7138, 19.0751], [12.3656, 22.9560, 20.3549], [14.8987, 22.1684, 18.7842], [14.3043, 23.7307, 19.1442], [12.7142, 23.9110, 20.3270], [12.0085, 22.6792, 21.2126], [16.3841, 15.2870, 12.4139], [15.8045, 14.2454, 12.7452], [16.7759, 15.3813, 11.0889], [16.8998, 16.2251, 13.3356], [15.9845, 15.1353, 10.5108], [17.2239, 16.2486, 10.7926], [17.3129, 17.1613, 13.1660], [16.6146, 16.1008, 14.2719], [14.3139, 23.6979, 22.7381], [14.4478, 24.6242, 21.9350], [15.2112, 22.7076, 22.9510], [13.3103, 23.6633, 23.6161], [16.0241, 22.6320, 22.3061], [15.3800, 22.0848, 23.7873], [13.2064, 22.8477, 24.2131], [12.5487, 24.3814, 23.6710], [10.4715, 23.3673, 16.5351], [11.2140, 22.2241, 15.8143], [11.1497, 20.8810, 16.5409], [11.8501, 19.9771, 15.7303], [11.7954, 18.6881, 16.3853], [10.6345, 22.0613, 14.4307], [10.7477, 24.3255, 16.0369], [10.8288, 23.4430, 17.5590], [9.4012, 23.1662, 16.6228], [12.1909, 22.5271, 15.7845], [10.1003, 20.4975, 16.7318], [11.6220, 20.8470, 17.4982], [10.7651, 18.2921, 16.5484], [12.2375, 18.7376, 17.3431], [12.3180, 17.9115, 15.7613], [10.8978, 22.7894, 13.8210], [11.0390, 21.2206, 13.9811], [11.2232, 11.0253, 21.5345], [10.0672, 12.1022, 21.5101], [9.9039, 12.7510, 20.1542], [11.1086, 13.4018, 19.7389], [10.8460, 14.1382, 18.5212], [8.8587, 11.4182, 21.8931], [11.3054, 10.6046, 22.5020], [12.2137, 11.4169, 21.2345], [10.8856, 10.3114, 20.7765], [10.2461, 12.8717, 22.2725], [9.0318, 13.4115, 20.1573], [9.6083, 12.0367, 19.4036], [9.8885, 14.6649, 18.6997], [10.7370, 13.4912, 17.6372], [11.6822, 14.8497, 18.3896], [8.8256, 11.3015, 22.9355], [8.7887, 10.4753, 21.4943], [20.9268, 23.4101, 21.4539], [21.5664, 23.4621, 20.0820], [20.5157, 23.1342, 19.0070], [19.9764, 21.7977, 19.0189], [20.8827, 20.8083, 18.5899], [22.2720, 24.6426, 19.7815], [20.0626, 23.9751, 21.4911], [21.6241, 23.7371, 22.2787], [20.5759, 22.4395, 21.7605], [22.2513, 22.6269, 20.0824], [20.8317, 23.2727, 17.9841], [19.7012, 23.8643, 19.1049], [21.4533, 21.2192, 17.7627], [20.3381, 20.0068, 18.0969], [21.5277, 20.4034, 19.3807], [21.8902, 25.3873, 20.3293], [22.2109, 24.8993, 18.7818], [11.5665, 16.9792, 20.8904], [10.4953, 17.7388, 20.1728], [9.1761, 17.3342, 20.7640], [8.0114, 17.7459, 20.1030], [6.8745, 17.0812, 20.6151], [10.7064, 19.1523, 20.4267], [11.3064, 15.9445, 20.8905], [11.7304, 17.3488, 21.8971], [12.4853, 17.0441, 20.4209], [10.5232, 17.4857, 19.0906], [9.1682, 17.7216, 21.8248], [9.1411, 16.2557, 20.8242], [6.3676, 17.6144, 21.4708], [7.0630, 16.0159, 21.0456], [6.1526, 16.8444, 19.8028], [9.9974, 19.7208, 19.9441], [11.6208, 19.4958, 20.1315], [18.3976, 20.1965, 25.9330], [17.6236, 20.4575, 24.6477], [18.3974, 19.7558, 23.4456], [17.7201, 20.0416, 22.2956], [18.3089, 19.6909, 21.0339], [16.2238, 20.2297, 24.5286], [17.7113, 20.0735, 26.7606], [19.0800, 21.0033, 26.1539], [18.9661, 19.2961, 25.9502], [17.7411, 21.5386, 24.4205], [18.5544, 18.6176, 23.5354], [19.3563, 20.2612, 23.4546], [17.5793, 19.9327, 20.3183], [18.4635, 18.5794, 21.0384], [19.2341, 20.2603, 20.8437], [15.7256, 20.7971, 25.2689], [15.9232, 19.2855, 24.7491], [15.4713, 24.0912, 13.5365], [14.1662, 24.1338, 12.6907], [13.9596, 22.7258, 12.0852], [13.1065, 22.9244, 11.0295], [12.1913, 21.8521, 10.6287], [13.0126, 24.5411, 13.5450], [16.3771, 24.0003, 12.8717], [15.3811, 23.2414, 14.1986], [15.6267, 24.9359, 14.1159], [14.2263, 24.9007, 11.8989], [13.5241, 22.0843, 12.8583], [14.9869, 22.4108, 11.9123], [12.3999, 21.4410, 9.5994], [11.1793, 22.2547, 10.6563], [12.1893, 20.9768, 11.3877], [12.1658, 24.4335, 13.0874], [12.9666, 24.0055, 14.3898], [15.5586, 18.8942, 9.2123], [16.2684, 19.3903, 10.4168], [15.3061, 19.2930, 11.5334], [15.9008, 19.7425, 12.7632], [15.0795, 19.2564, 13.8251], [17.4719, 18.5729, 10.6328], [15.2038, 17.8721, 9.3653], [16.2000, 18.8437, 8.2834], [14.6113, 19.4738, 9.0038], [16.5924, 20.4231, 10.2307], [15.0663, 18.2566, 11.6262], [14.3962, 19.8803, 11.3029], [15.6242, 19.5593, 14.7409], [14.9777, 18.1710, 13.7809], [14.0633, 19.5705, 13.8641], [18.1133, 18.8223, 11.3744], [18.0272, 18.5158, 9.7457], [19.7482, 21.9191, 15.1017], [19.5202, 20.6870, 14.2452], [19.0236, 19.5790, 15.0584], [18.9010, 18.3943, 14.1763], [19.6110, 17.3086, 14.5534], [18.4968, 20.9394, 13.2887], [20.4661, 21.7466, 15.9438], [18.8400, 22.2556, 15.5543], [20.0587, 22.8034, 14.5103], [20.4713, 20.3221, 13.7691], [18.0224, 19.8880, 15.4092], [19.6926, 19.2866, 15.9141], [20.6759, 17.4466, 14.5581], [19.3671, 16.4357, 13.9677], [19.3927, 16.9027, 15.5458], [18.1611, 20.0804, 12.8759], [18.9689, 21.4073, 12.4973], [18.3367, 26.4977, 18.8286], [17.0944, 26.3280, 19.7566], [15.7787, 26.4531, 18.9417], [15.3456, 25.2022, 18.4570], [16.1520, 24.7921, 17.3485], [17.2876, 25.0956, 20.5193], [19.2010, 26.7811, 19.3883], [18.2964, 27.3303, 18.1227], [18.4552, 25.5720, 18.3583], [17.1497, 27.2357, 20.4324], [15.9078, 27.2362, 18.1378], [14.9337, 26.8540, 19.5350], [17.1336, 24.4154, 17.6902], [16.2805, 25.6666, 16.7228], [15.5677, 24.0176, 16.8970], [16.4239, 24.8648, 20.9672], [17.5147, 24.3644, 19.8565], [15.0916, 12.7213, 22.6139], [15.4459, 13.9005, 21.6956], [16.9708, 13.9742, 21.4506], [17.7461, 14.3960, 22.5675], [17.3088, 15.6918, 23.1807], [14.7023, 13.6650, 20.4803], [14.0844, 12.6169, 23.0455], [15.7381, 12.8237, 23.4599], [15.4171, 11.8110, 22.0644], [15.1833, 14.8103, 22.1389], [17.1401, 14.6167, 20.6118], [17.2242, 12.9419, 21.1767], [16.3810, 15.4728, 23.6889], [17.2058, 16.5148, 22.4899], [18.0938, 15.8960, 23.9042], [13.7265, 13.5737, 20.7185], [14.8274, 14.3746, 19.7765], [19.8355, 17.0462, 18.2576], [19.7727, 16.0385, 19.3992], [19.4524, 14.6741, 18.8901], [18.1873, 14.7148, 18.2835], [17.5134, 13.5186, 17.9112], [21.0967, 15.9512, 20.1449], [18.9303, 16.9360, 17.6600], [20.7116, 16.7284, 17.7184], [19.8873, 18.1023, 18.4803], [18.9701, 16.3830, 20.0566], [19.3923, 13.9874, 19.7679], [20.1860, 14.3583, 18.1392], [16.4555, 13.7802, 17.7311], [17.5755, 12.8116, 18.7327], [17.9577, 12.8930, 17.1457], [20.9088, 15.5188, 21.0162], [21.3915, 16.8868, 20.3406], [15.5764, 17.6129, 20.1155], [15.4299, 17.9982, 18.6587], [16.4470, 19.0046, 18.1612], [16.2035, 20.3141, 18.7254], [17.1158, 21.3217, 18.3164], [15.6568, 16.7117, 17.8681], [14.8702, 16.8382, 20.3901], [15.3658, 18.4964, 20.7186], [16.5692, 17.2160, 20.2599], [14.4101, 18.3500, 18.4594], [16.2703, 19.0632, 17.0934], [17.4950, 18.7549, 18.2795], [16.7852, 21.7665, 17.3595], [18.1338, 21.0228, 18.3711], [16.9766, 22.1609, 18.9751], [16.6160, 16.3985, 17.8098], [15.4022, 16.9967, 16.8760]], "forces_ev_per_a": [[0.16, 0.26, -0.96], [-1.28, 0.29, -1.12], [-1.39, -0.02, -0.65], [1.85, 0.64, 3.36], [0.45, 0.05, 0.63], [0.33, -0.28, -0.04], [-0.10, -0.30, -0.30], [-0.52, -0.78, -1.44], [-1.23, 0.90, 0.44], [0.63, -1.40, 0.15], [2.01, 1.77, 1.79], [0.73, 0.89, -1.04], [-0.84, -1.46, -1.07], [-0.15, -0.23, -0.63], [0.76, -0.51, 0.82], [-1.88, 0.07, -0.58], [0.57, 0.59, -0.15], [0.54, 0.28, 0.53], [-0.25, -0.62, 0.85], [0.55, 0.02, 0.44], [-0.74, -0.42, -1.17], [0.20, 0.36, -0.19], [-0.35, -0.59, 0.08], [-0.41, 0.49, -0.48], [3.46, -0.70, 1.09], [-1.34, 0.38, -0.64], [-1.52, 0.87, -1.82], [-2.61, 1.74, -0.17], [0.18, -0.76, 0.14], [0.52, -0.45, 1.71], [1.46, -0.02, 0.37], [-0.18, -1.21, -0.45], [-1.39, 2.67, 0.50], [1.21, -1.37, -0.38], [1.62, -1.77, -0.90], [-0.37, -0.54, -0.14], [-1.24, 0.05, 0.58], [-0.34, 0.96, 0.15], [1.04, -1.10, 0.27], [-0.58, 1.02, -0.09], [1.08, -1.60, 1.56], [-0.34, 2.47, -0.60], [1.00, 0.48, -1.21], [-0.58, 0.82, -1.17], [0.31, -0.59, -0.39], [-0.31, -0.96, 0.04], [-0.27, -0.38, 0.29], [-0.99, -0.65, 1.69], [1.31, -0.84, 0.84], [-0.27, 1.59, 0.44], [-0.10, 1.20, 0.02], [-0.14, -0.10, -1.72], [0.27, -0.24, -0.24], [-0.39, 0.03, 0.21], [-0.64, -1.13, -0.50], [-0.46, -0.40, 0.87], [0.86, 1.11, 0.67], [0.08, -0.55, -0.60], [2.76, -1.58, -0.48], [-2.85, 0.39, 1.50], [-1.17, 0.35, 0.64], [-1.07, 1.21, -1.35], [-0.04, 0.29, -0.17], [1.58, -1.08, -0.42], [0.55, -0.23, -0.10], [-3.48, -0.27, -0.31], [-1.18, 0.11, -0.81], [-0.23, -1.98, 0.40], [-0.26, -0.94, -2.14], [0.31, -1.89, 1.13], [-0.71, -0.57, 0.26], [0.26, 0.02, 0.21], [0.04, 0.30, -0.48], [2.92, 0.47, -0.18], [0.67, 0.62, -0.52], [0.46, 0.72, 1.01], [0.29, 0.64, -0.33], [0.79, 0.18, 1.22], [-0.29, 0.94, 0.54], [0.32, 1.30, -0.47], [-0.35, 0.47, 0.66], [-0.19, 1.93, -1.65], [1.53, -0.99, 0.49], [0.44, 0.32, -0.08], [-0.90, 0.10, -0.27], [-0.04, 0.18, 0.90], [-1.26, -0.43, 1.46], [-0.05, -0.63, 0.92], [-0.47, -0.07, 0.05], [0.34, -0.35, 0.25], [0.11, 0.01, -0.27], [0.17, 0.54, 0.34], [0.08, -0.92, -0.43], [0.43, 0.16, -0.42], [0.18, 0.05, 0.39], [-0.52, -0.41, -0.07], [-0.01, 0.11, -1.51], [0.13, 0.55, 0.13], [1.97, -0.07, 1.16], [-0.87, -2.69, -0.34], [-0.71, -0.26, -0.01], [0.04, 0.61, 0.87], [0.03, 0.31, -0.55], [0.47, 1.39, -0.83], [-1.80, 1.75, 0.09], [-0.55, -0.15, -0.96], [0.18, -0.78, -0.31], [0.60, -0.43, -0.22], [0.94, 0.31, -0.42], [-0.25, -0.45, 0.28], [0.75, 0.09, 0.05], [-0.37, -0.18, 0.40], [-0.10, 0.17, -0.13], [-0.06, 0.73, 0.09], [0.08, -0.18, 0.90], [-0.96, -0.22, 0.75], [-0.20, 0.72, -0.54], [-0.15, -0.10, 1.61], [-0.46, -0.15, -0.24], [-0.94, -1.68, 0.84], [-0.40, 1.07, -0.35], [-0.07, -0.95, 0.28], [-0.28, 0.01, 0.34], [1.96, 0.33, -1.21], [-0.11, 0.03, 0.35], [0.01, -0.28, -0.69], [0.13, -0.60, 0.04], [0.51, -0.13, -0.97], [0.37, 1.64, -0.66], [0.41, 0.77, 0.39], [0.46, -0.31, 0.24], [-0.16, -0.10, -0.23], [-0.86, 0.10, 0.47], [2.13, 0.03, -1.97], [-0.14, -0.48, 1.35], [-0.97, 0.61, -1.68], [0.81, -0.99, 2.01], [-1.48, 0.74, 2.04], [-0.24, 0.29, 0.36], [0.13, 0.30, 0.09], [0.51, -0.89, -0.39], [0.01, -0.45, 0.05], [-0.24, 1.36, 0.34], [0.77, -0.19, -0.05], [-0.82, 0.27, -0.88], [0.26, 0.76, -0.22], [-0.16, -0.33, 0.14], [0.52, -0.92, -1.01], [0.21, -0.16, -0.02], [-0.26, -1.10, -2.20], [-0.25, 0.06, 1.29], [0.71, 1.50, 1.46], [-1.69, -1.39, -1.98], [0.74, -0.85, 1.01], [2.53, 0.70, 0.44], [-0.94, -0.26, 0.66], [0.35, -0.44, 0.21], [0.00, 1.83, 1.10], [0.13, -0.54, 0.11], [0.01, -0.15, 0.06], [0.00, -0.83, -0.99], [0.07, 0.55, 1.07], [0.05, 0.12, -0.18], [0.27, 1.32, -1.13], [-1.81, -0.18, -1.29], [0.16, -0.38, 0.42], [-1.01, -0.42, -2.17], [1.54, 0.91, -0.37], [0.43, 1.00, 1.04], [-1.44, -0.56, -0.56], [1.86, -0.38, 0.83], [0.61, -1.03, -1.32], [0.11, -0.12, 0.14], [-0.65, 0.37, 0.93], [1.19, -0.31, 0.06], [-0.35, 0.20, 0.22], [-0.44, -0.85, 0.18], [0.25, -0.19, 0.14], [-0.58, -0.24, -0.25], [0.47, -0.24, 0.10], [-0.88, 1.15, -0.26], [-0.32, 0.39, 0.04], [-0.72, 0.17, 1.21], [1.18, 0.58, 0.27], [1.66, 0.08, -0.04], [-0.09, -2.39, 0.93], [-1.46, 2.41, 0.16], [0.83, -2.29, 1.36], [0.32, 1.26, -2.05], [-0.35, 0.11, -0.89], [-0.92, -0.09, 0.35], [0.22, -0.62, 0.15], [-0.38, 0.49, 0.39], [0.21, -0.55, 0.11], [-0.62, 0.41, -0.66], [0.85, 0.30, -0.29], [-0.03, 0.08, -0.87], [-0.33, 0.52, 0.42], [-0.29, -0.14, 0.30], [-0.70, 0.06, 0.41], [-0.99, 1.35, 0.94], [1.01, 1.92, -0.18], [-0.43, 0.83, 0.70], [0.37, 0.45, -0.55], [-0.26, 0.07, 1.12], [0.30, 0.87, -0.51], [0.71, -0.41, 0.77], [-0.66, -0.28, -0.28], [0.79, -1.10, -1.08], [-0.37, -1.07, -0.35], [0.01, -0.96, 0.34], [0.53, -0.43, 0.13], [-0.46, -0.01, -0.35], [0.19, -0.09, -0.57], [0.00, -0.49, -0.71], [-0.69, -0.38, 0.48], [-0.12, -0.24, 0.10], [0.95, -0.12, -0.15], [0.13, -1.35, 0.34], [-1.12, -0.71, 0.56], [-0.54, 1.18, 0.04], [0.69, -2.41, -0.14], [0.36, -0.42, -0.86], [0.13, 0.35, -0.71], [0.47, -0.19, 0.78], [-0.44, 0.27, 0.42], [-0.75, 1.46, 0.86], [0.21, 0.56, -0.78], [0.67, 0.24, 0.14], [-0.30, 0.39, 0.25], [0.00, 0.13, -0.57], [-0.02, 0.13, 0.00], [-0.37, 0.20, -0.25], [-0.13, 0.45, -0.11], [-0.11, -0.87, -0.01], [0.87, 1.41, 0.99], [-0.54, -1.27, 0.15], [-1.04, 0.54, -0.86], [0.15, -0.22, 1.25], [-1.43, 0.16, -1.88], [0.17, -0.19, -0.18], [0.36, 0.27, -0.83], [0.27, 0.11, 0.68], [-0.18, -0.32, 0.32], [0.42, 0.07, -0.58], [0.27, -0.19, 0.35], [0.69, -0.23, -0.19], [-0.43, -0.05, 0.72], [0.23, 0.68, -1.00], [-0.06, -0.54, 1.01], [0.27, 0.56, 0.16], [-0.47, 0.78, -0.21], [1.02, -2.06, -0.04], [-0.94, 1.70, -0.24], [0.09, -0.61, 0.12], [-1.76, 0.20, -0.57], [-1.60, 1.74, -1.76], [-0.22, -0.15, -0.03], [0.35, -0.10, 0.33], [0.49, 0.01, 0.33], [0.29, -0.03, -0.12], [0.10, 0.17, -0.60], [0.29, -0.48, 0.45], [0.56, -0.60, -0.29], [0.75, -0.25, -0.33], [0.13, 0.27, 0.85], [0.51, 0.24, 0.47], [0.26, -0.91, 1.27]], "lowdin_charge": [-0.643, -0.044, 0.159, 0.175, 0.070, 0.037, 0.100, 0.019, -0.632, -0.015, 0.147, 0.157, 0.098, 0.092, 0.076, 0.066, -0.656, -0.051, 0.188, 0.185, 0.071, 0.102, 0.043, 0.043, -0.633, 0.061, 0.156, 0.159, 0.102, 0.016, 0.038, 0.079, -0.674, 0.051, 0.169, 0.126, 0.096, 0.054, 0.112, 0.105, -0.608, -0.058, 0.206, 0.182, 0.056, 0.094, 0.098, 0.056, -0.616, -0.009, 0.142, 0.175, 0.092, 0.055, 0.080, 0.075, -0.708, -0.010, 0.171, 0.160, 0.123, 0.089, 0.080, 0.144, -0.052, -0.399, -0.218, -0.197, -0.077, 0.062, 0.084, 0.055, 0.078, 0.079, 0.148, 0.095, 0.097, 0.048, 0.083, 0.017, 0.067, -0.042, -0.429, -0.221, -0.211, -0.095, 0.010, 0.055, 0.057, 0.065, 0.140, 0.114, 0.119, 0.084, 0.074, 0.083, 0.096, 0.076, -0.038, -0.469, -0.163, -0.236, -0.113, 0.057, 0.040, 0.108, 0.064, 0.119, 0.107, 0.105, 0.079, 0.049, 0.100, 0.066, 0.092, -0.043, -0.435, -0.244, -0.167, -0.134, 0.050, 0.062, 0.083, 0.043, 0.140, 0.148, 0.096, 0.094, 0.103, 0.088, 0.097, 0.031, -0.053, -0.412, -0.220, -0.200, -0.040, 0.012, 0.075, 0.075, 0.061, 0.138, 0.140, 0.113, 0.042, 0.093, 0.086, 0.109, 0.081, -0.056, -0.369, -0.259, -0.180, -0.066, 0.059, 0.098, 0.068, 0.031, 0.141, 0.117, 0.108, 0.089, 0.074, 0.096, 0.025, 0.037, -0.074, -0.462, -0.221, -0.192, -0.088, 0.050, 0.077, 0.099, 0.099, 0.142, 0.084, 0.121, 0.088, 0.056, 0.066, 0.051, 0.103, -0.042, -0.492, -0.148, -0.199, -0.169, 0.066, 0.068, 0.058, 0.090, 0.159, 0.122, 0.131, 0.090, 0.079, 0.069, 0.028, 0.103, -0.067, -0.389, -0.195, -0.232, -0.073, 0.078, 0.062, 0.085, 0.014, 0.147, 0.130, 0.127, 0.071, 0.093, 0.075, 0.025, 0.036, -0.047, -0.427, -0.198, -0.181, -0.034, 0.057, 0.077, 0.067, 0.082, 0.082, 0.089, 0.126, 0.052, 0.062, 0.084, 0.078, 0.063, -0.059, -0.409, -0.214, -0.235, -0.075, 0.070, 0.053, 0.087, 0.041, 0.112, 0.136, 0.140, 0.077, 0.069, 0.088, 0.050, 0.052, -0.045, -0.352, -0.169, -0.213, -0.099, 0.059, 0.061, 0.071, 0.055, 0.135, 0.104, 0.107, 0.096, 0.054, 0.072, 0.043, 0.090]}